{"formula": "C20H46OP4SeTi", "method": "the ωB97M-V functional and the def2-TZVPD basis", "spin_multiplicity": 1, "lumo_ev": [-14.90, -14.86], "e_homo_ev": [-18.1, -18.1], "charge": 4, "fmax_ev_per_a": 3.60, "species": ["Se", "Ti", "P", "P", "P", "P", "O", "C", "C", "C", "C", "C", "C", "C", "C", "C", "C", "C", "C", "C", "C", "C", "C", "C", "C", "C", "C", "H", "H", "H", "H", "H", "H", "H", "H", "H", "H", "H", "H", "H", "H", "H", "H", "H", "H", "H", "H", "H", "H", "H", "H", "H", "H", "H", "H", "H", "H", "H", "H", "H", "H", "H", "H", "H", "H", "H", "H", "H", "H", "H", "H", "H", "H"], "positions_angstrom": [[1.3725, -2.7426, -1.6552], [-0.3368, 0.4154, -0.3001], [-1.6715, -1.4827, 0.5909], [1.1810, -0.1029, 1.6853], [1.8227, 1.1017, -1.4022], [-1.6622, 3.1970, 1.0742], [-1.1154, 1.9725, 0.2578], [-0.5742, 4.5291, 0.6048], [0.3534, -5.3903, -4.6718], [-0.4065, -4.6053, -5.5460], [2.2559, 2.8628, -1.0944], [0.8236, -4.7843, -3.5070], [2.3472, 1.2355, 2.1806], [-2.8323, -1.2731, -6.8297], [-2.8598, -0.9035, 1.8648], [1.4558, 1.0738, -3.1911], [-2.7460, -2.0565, -0.7650], [-2.9865, -0.5308, -5.7328], [-1.4261, 2.6914, 2.7734], [-1.0691, -3.0651, 1.2959], [0.4039, -0.4118, 3.3317], [2.3710, -1.5213, 1.6837], [-0.7925, -3.2918, -5.2395], [-3.3789, 3.4428, 0.6475], [-0.3217, -2.7076, -4.0841], [0.5386, -3.4352, -3.2341], [3.4733, 0.2960, -1.3339], [-3.7081, -1.6890, -7.3360], [-0.7937, -5.0205, -6.4636], [1.1525, -0.3673, 4.1382], [-0.5407, -2.8992, 2.2373], [-2.3940, -0.8457, 2.8530], [-1.8442, -1.3788, -7.3184], [-0.5073, 4.6030, -0.4945], [2.9975, 3.1933, -1.8310], [0.3800, -1.5892, -1.8975], [-2.1467, -2.4661, -1.5881], [-1.0061, 5.4468, 1.0275], [-1.7567, 3.5738, 3.3427], [3.8562, 0.2629, -0.3067], [0.5255, 1.6306, -3.3687], [-3.2338, 0.0986, 1.6115], [1.3560, -5.3151, -2.7352], [-0.0703, -1.3940, 3.3802], [2.6686, 2.9867, -0.0868], [-1.9152, -3.7433, 1.4933], [-0.6683, -1.7005, -3.8728], [3.3986, -0.7292, -1.7197], [-3.4567, 3.4548, -0.4516], [-3.7145, -1.5900, 1.9124], [0.6224, -6.4314, -4.8767], [2.9635, -1.5568, 2.6112], [-2.1372, -0.0522, -5.2347], [-0.3652, 0.3277, 3.5678], [-3.9645, 2.5991, 1.0478], [3.0635, -1.4446, 0.8426], [-3.4422, -2.8250, -0.3947], [1.3601, 3.4970, -1.1789], [1.8396, -2.4729, 1.5862], [1.8200, 2.1856, 2.3036], [2.2818, 1.5593, -3.7320], [3.1377, 1.3972, 1.4430], [-0.3643, 2.4625, 2.9842], [-2.0439, 1.8110, 3.0261], [-3.3121, -1.1953, -1.1379], [-0.3852, -3.5363, 0.5777], [4.1868, 0.8646, -1.9526], [-3.7888, 4.3875, 1.0502], [1.3259, 0.0421, -3.5505], [-4.0093, -0.3981, -5.3498], [0.4378, 4.3374, 1.0067], [2.8335, 0.9999, 3.1406], [-1.4481, -2.6967, -5.8896]], "atomic_forces_ev_per_a": [[-0.948, 1.043, -0.459], [0.000, 0.662, 0.260], [-1.247, -2.111, 1.125], [1.864, -0.573, 2.466], [2.253, 0.652, -1.064], [-0.217, 1.074, 0.867], [1.038, -3.036, -1.624], [-0.052, 0.057, 0.137], [0.186, 0.644, -0.011], [-0.338, -0.181, -0.013], [-0.809, 0.085, 0.509], [-0.333, 0.646, 0.427], [-0.181, 0.704, -0.492], [0.252, 0.670, -0.259], [0.163, 0.759, -0.069], [-0.863, -0.285, 0.078], [0.250, 0.663, -0.637], [-0.480, -0.432, -0.272], [-0.135, 0.365, 0.028], [0.664, 0.113, -0.143], [-0.881, 0.143, -0.039], [-0.314, -0.415, -0.972], [0.325, -0.393, -0.092], [-0.038, -0.125, -0.092], [0.541, 0.018, 0.611], [-0.731, -0.999, -1.004], [-0.235, -0.520, 0.467], [0.430, 0.014, 0.137], [0.096, -0.233, -0.092], [0.055, 0.022, -0.529], [-0.086, -0.133, -0.159], [-0.031, -0.125, -0.159], [-0.767, -0.006, 0.241], [-0.284, 0.111, 0.436], [-0.120, -0.226, 0.050], [0.485, 0.205, 0.638], [-0.130, -0.039, 0.126], [0.372, 0.052, -0.172], [0.154, -0.387, 0.391], [-0.007, 0.052, -0.292], [0.212, -0.019, -0.261], [-0.070, -0.288, 0.031], [0.295, -0.485, -0.199], [0.138, 0.126, -0.048], [-0.008, -0.006, -0.244], [0.061, 0.430, -0.172], [0.199, 0.170, 0.194], [0.074, 0.274, 0.068], [-0.056, 0.099, 0.306], [0.233, 0.021, -0.104], [-0.272, 0.451, -0.038], [-0.414, 0.423, -0.107], [-0.306, -0.029, -0.134], [0.136, -0.089, -0.003], [0.113, 0.308, -0.122], [-0.058, -0.027, 0.081], [0.245, 0.260, 0.072], [0.380, -0.162, -0.090], [0.037, 0.124, 0.010], [0.068, -0.019, 0.041], [-0.171, -0.079, 0.228], [-0.120, -0.123, 0.065], [-0.527, 0.405, -0.127], [0.067, 0.555, -0.128], [-0.169, -0.255, -0.106], [-0.215, 0.032, 0.199], [-0.436, -0.006, 0.116], [0.285, -0.337, -0.095], [0.132, 0.284, 0.058], [0.660, 0.131, 0.077], [-0.498, 0.223, -0.016], [-0.333, -0.238, -0.315], [0.419, -0.690, 0.416]], "mulliken_charge": [0.197, 0.263, 0.821, 1.148, 0.774, 0.793, -0.552, -1.055, -0.809, -0.537, -1.151, -0.711, -1.269, -0.685, -1.090, -1.111, -1.092, -0.325, -0.960, -0.959, -1.118, -1.229, 0.006, -1.021, 0.235, 0.499, -1.045, 0.286, 0.437, 0.519, 0.309, 0.329, 0.359, 0.373, 0.532, -0.369, 0.334, 0.509, 0.562, 0.342, 0.453, 0.176, 0.413, 0.400, 0.301, 0.531, 0.131, 0.246, 0.400, 0.529, 0.420, 0.533, 0.214, 0.219, 0.339, 0.307, 0.502, 0.247, 0.319, 0.376, 0.513, 0.397, 0.242, 0.255, 0.479, 0.195, 0.535, 0.458, 0.351, 0.226, 0.310, 0.559, -0.114]}

{"formula": "C29H63HfO11", "method": "the ωB97M-V functional and the def2-TZVPD basis", "spin_multiplicity": 1, "lumo_ev": -12.61, "relative_energy_kj_mol": 885.9, "e_homo_ev": -13.6, "charge": 3, "fmax_ev_per_a": 3.67, "species": ["Hf", "O", "O", "O", "O", "O", "O", "O", "O", "O", "O", "O", "C", "C", "C", "C", "C", "C", "C", "C", "C", "C", "C", "C", "C", "C", "C", "C", "C", "C", "C", "C", "C", "C", "C", "C", "C", "C", "C", "C", "C", "H", "H", "H", "H", "H", "H", "H", "H", "H", "H", "H", "H", "H", "H", "H", "H", "H", "H", "H", "H", "H", "H", "H", "H", "H", "H", "H", "H", "H", "H", "H", "H", "H", "H", "H", "H", "H", "H", "H", "H", "H", "H", "H", "H", "H", "H", "H", "H", "H", "H", "H", "H", "H", "H", "H", "H", "H", "H", "H", "H", "H", "H", "H"], "positions_angstrom": [[-0.4898, 6.3676, -1.6199], [-9.7736, 1.8268, -1.4384], [1.9582, 4.7551, -4.5381], [6.8903, -6.4068, 4.2907], [2.1542, -5.1380, -3.9127], [3.4913, 7.8721, 0.1177], [5.2126, -5.3511, 6.3481], [2.7169, -6.5251, -6.1726], [-0.1635, 2.6446, 2.4662], [-0.0170, 6.1251, -5.6229], [1.4538, 8.4234, 1.6958], [-12.0120, 2.2940, -3.0531], [-1.5920, -6.9753, 4.4743], [4.7350, -4.6521, 7.4060], [-3.6373, -8.0811, 3.8698], [-10.9623, 2.4163, -0.8768], [-0.9581, 6.9080, -6.3790], [5.5771, -4.6370, 5.1935], [-3.0450, -9.2982, 4.1326], [4.5582, 8.4716, -0.5788], [7.0343, -7.5941, 3.5300], [1.7341, -4.6385, -2.6331], [-0.7717, 0.6111, 3.7149], [2.5640, 3.5538, -3.9812], [0.5829, 9.1882, 2.4694], [3.2262, -7.3561, -7.2311], [-8.6766, 1.3584, -0.6490], [-13.0079, 2.8301, -3.9106], [3.4009, -5.9059, -3.9429], [3.7484, 7.6833, 1.4634], [2.0715, 4.7667, -5.9505], [0.9693, 2.1223, 4.5973], [5.7660, -5.6482, 3.9622], [-2.8782, -6.9322, 3.9706], [-1.7635, -9.3604, 4.6256], [1.1585, 5.9756, -6.4447], [-1.0243, -8.2135, 4.7858], [3.7576, -6.0766, -5.4476], [-11.7160, 3.1342, -1.9795], [2.7691, 8.6613, 2.1986], [-0.2958, 2.0620, 3.7372], [4.3650, 8.7695, -1.6094], [-0.9701, 2.7061, 4.3015], [3.1079, 4.8883, -6.2655], [3.3921, -6.8596, -3.4151], [4.5984, -6.7674, -5.3850], [1.7776, 6.8645, -6.3231], [4.8742, -6.1950, 3.6560], [-0.1141, -0.1116, 3.2318], [4.8402, 9.4652, -0.2308], [4.6762, -5.2478, 8.3169], [0.7839, -4.1044, -2.6263], [-8.3398, 2.0244, 0.1453], [2.4260, -3.9569, -2.1384], [3.5870, 3.5623, -4.3575], [0.9001, 5.9112, -7.5016], [4.2172, -5.4462, -3.3856], [8.0921, -7.6114, 3.2677], [4.7710, 7.8650, 1.7944], [1.7948, 3.8107, -6.3950], [-1.0001, -6.0755, 4.5537], [0.0057, -8.2776, 5.1042], [6.4673, -7.6251, 2.5997], [-1.3561, -10.3498, 4.7728], [-13.1829, 2.1980, -4.7812], [3.1376, 9.6749, 2.0405], [-7.8570, 1.0343, -1.2904], [-3.3897, -6.0274, 3.6772], [-11.1681, 3.9880, -2.3781], [2.5301, 3.5522, -2.8917], [-1.6631, 0.6249, 3.0878], [3.5887, 6.6416, 1.7415], [5.4648, 7.9025, -0.3734], [-0.2884, 8.5621, 2.6619], [-1.0761, 0.2496, 4.6971], [6.6686, -8.4339, 4.1208], [3.8136, -6.7168, -7.8902], [-12.6084, 3.5600, -1.5207], [1.4115, -5.4282, -1.9546], [1.1495, 3.1594, 4.8803], [4.0727, -5.1061, -5.8312], [-13.8965, 3.0135, -3.3066], [-12.7837, 3.8343, -4.2704], [-8.9415, 0.3887, -0.2275], [2.4377, -7.7065, -7.8971], [0.2811, 10.0862, 1.9304], [6.3674, -3.9053, 5.3610], [-1.2044, 6.3648, -7.2913], [-1.8268, 7.1885, -5.7835], [-0.3614, 7.7877, -6.6204], [2.7939, 8.3710, 3.2489], [3.7038, -4.3007, 7.4410], [-3.5391, -10.2256, 3.8831], [5.3035, -3.7478, 7.6234], [-11.4575, 1.7068, -0.2140], [1.9539, 1.8885, 4.1922], [0.7898, 1.5372, 5.4992], [-4.6057, -8.0203, 3.3956], [0.9314, 9.5285, 3.4445], [5.8145, -5.1078, 3.0168], [3.6815, -8.2223, -6.7510], [4.6853, -4.0752, 4.9159], [-10.4458, 3.0732, -0.1770], [2.0729, 2.6072, -4.2067]], "atomic_forces_ev_per_a": [[0.618, 0.049, -0.396], [0.728, -0.414, -1.121], [-0.016, -1.349, 0.915], [-0.777, 0.008, -0.876], [0.695, -0.215, 1.239], [0.059, -0.091, -1.807], [0.545, -1.530, -1.057], [-1.175, -1.354, -1.423], [0.209, -1.216, 3.105], [-0.148, -0.707, -0.226], [1.306, 0.172, 0.481], [-0.331, -0.511, -0.332], [0.073, 0.360, -0.362], [-0.374, 1.296, 2.199], [0.001, 0.875, -0.991], [2.782, -0.338, 0.565], [1.299, 0.177, 0.152], [-1.857, -0.801, -1.735], [-0.247, -1.013, 0.007], [1.117, 1.024, 0.453], [0.356, 0.138, -0.117], [-0.400, -0.459, 0.120], [-0.855, 0.100, -0.924], [0.121, 0.801, -0.348], [-1.764, 0.373, 0.073], [-1.121, 0.303, -0.180], [-1.210, -0.891, -0.248], [-0.121, 0.476, 0.420], [-1.051, 1.090, -0.583], [-1.167, 0.887, 1.413], [-1.394, 0.886, -0.387], [2.336, 1.808, 1.433], [0.289, 1.476, 2.029], [-1.063, 0.237, 0.239], [0.545, -0.546, -0.042], [1.274, -0.799, 1.221], [0.388, -0.415, 0.253], [0.957, 0.791, 2.985], [0.094, 0.076, 0.374], [1.405, -2.261, -0.555], [-0.769, -0.662, -3.526], [-0.366, -1.248, -0.226], [-0.279, 0.503, 0.299], [0.162, 0.512, 0.029], [-1.029, -0.518, -0.267], [0.328, -0.090, -0.596], [-0.074, 0.302, -0.029], [-0.377, -0.839, 1.209], [0.372, 0.241, 0.208], [-0.358, 0.322, 0.934], [0.800, -0.501, -0.152], [0.025, 0.331, -1.308], [-0.138, 0.293, -0.048], [0.530, -0.245, -0.135], [0.167, -0.469, 0.362], [-0.058, -0.347, 0.026], [0.086, 0.905, -0.271], [-0.037, -0.683, 0.189], [0.198, 0.434, -0.325], [-0.573, -0.125, 0.152], [-0.007, 0.069, 0.091], [0.032, 0.055, 0.115], [-0.176, 0.461, -0.086], [0.309, 0.099, 0.229], [0.074, -0.217, 0.452], [-0.370, 0.205, 0.005], [-0.043, 0.835, -0.429], [0.399, 0.344, 0.076], [0.466, 0.151, 0.196], [0.225, 0.722, 0.040], [-0.208, -0.174, 0.023], [-0.506, -0.130, -0.039], [0.114, -0.319, -0.856], [-0.304, 0.186, 0.027], [0.268, 0.192, 0.095], [0.449, -0.217, 0.138], [0.835, -0.345, 0.207], [-0.424, -0.016, 0.037], [0.804, -0.622, 0.174], [-0.369, 0.094, 0.255], [0.373, 0.259, -0.046], [-0.502, -0.449, -0.135], [0.634, 0.185, -0.137], [-0.380, -0.030, 0.668], [-0.441, 0.060, 0.526], [-0.126, 0.114, -0.078], [0.493, -0.423, -0.070], [-0.391, 0.148, 0.032], [0.088, -0.286, -0.015], [-0.686, 0.535, -0.449], [-0.015, 0.427, 0.266], [-0.675, 0.089, -1.306], [-0.253, -0.012, 0.148], [0.418, 0.072, 0.010], [-0.672, -0.289, -0.573], [-0.541, -0.816, -0.785], [-0.180, -0.011, -0.202], [-0.190, -0.092, 0.252], [0.472, -0.274, -0.026], [1.100, 0.826, -0.174], [0.594, 0.088, -0.461], [-0.155, 0.604, -0.186], [-0.992, 1.137, 0.312], [-0.281, 0.157, -0.815]], "mulliken_charge": [1.401, -0.240, -0.256, -0.261, -0.255, -0.293, -0.243, -0.250, -0.318, -0.294, -0.294, -0.250, -0.288, -0.756, -0.403, -0.503, -0.699, -0.529, -0.155, -0.846, -0.691, -0.793, -1.165, -0.753, -0.784, -0.696, -0.721, -0.697, -0.551, -0.669, -0.583, -1.119, -0.585, -0.271, -0.398, -0.582, -0.235, -0.416, -0.457, -0.400, 0.647, 0.277, 0.197, 0.368, 0.346, 0.391, 0.331, 0.410, 0.324, 0.331, 0.297, 0.287, 0.288, 0.303, 0.300, 0.406, 0.386, 0.255, 0.400, 0.375, 0.360, 0.374, 0.345, 0.360, 0.259, 0.300, 0.251, 0.336, 0.317, 0.238, 0.324, 0.321, 0.363, 0.244, 0.405, 0.273, 0.305, 0.406, 0.325, 0.341, 0.294, 0.323, 0.315, 0.323, 0.259, 0.289, 0.388, 0.271, 0.225, 0.354, 0.391, 0.313, 0.359, 0.316, 0.356, 0.360, 0.331, 0.356, 0.352, 0.415, 0.327, 0.362, 0.329, 0.324]}